[1]
DFT (ωB97M-V/def2-TZVPD) results for the molecule S2.

Each line ends with the natural charge from an NBO analysis.
Atoms and positions in Å:
S: 0.726 -0.430 0.396  0.000
S: -0.726 0.430 -0.396  0.000

Computed properties:
frontier orbital gap	5.8	eV
HOMO	-8.2102	eV
E	-21668.991	eV

---

[2]
DFT (ωB97M-V/def2-TZVPD) results for the molecule C3H7OPS2 at a distorted geometry.

Each line ends with the natural charge from an NBO analysis.
Atoms and positions in Å:
C: 0.642 -0.700 1.784  -0.375
C: 0.465 -0.340 0.501  -0.351
C: 1.625 0.208 -0.438  -0.651
O: -0.982 -0.329 -1.835  -1.015
P: -1.213 -0.069 -0.156  1.118
S: -2.555 -1.356 0.391  -0.230
S: -1.881 2.309 0.269  -0.228
H: -0.275 -1.157 2.179  0.210
H: 1.558 -0.847 2.256  0.207
H: 2.561 -0.209 0.071  0.215
H: 1.586 -0.156 -1.478  0.239
H: 1.817 1.274 -0.333  0.234
H: -1.095 -1.208 -2.229  0.497
H: -2.253 2.581 -0.982  0.129

Computed properties:
frontier orbital gap (alpha / beta)	7.2 / 5.5	eV
expectation value of S²	2.013
HOMO (alpha / beta)	-6.5885 / -9.0508	eV
2S+1	3
E	-36228.141	eV

---

[3]
DFT (ωB97M-V/def2-TZVPD) results for a structure of composition C2H3NO2 at a distorted geometry.

Each line ends with the natural charge from an NBO analysis.
Atoms and positions in Å:
C: 1.558 -0.636 0.118  -0.002
C: 0.703 -1.534 1.021  0.025
N: 0.191 -1.962 -0.930  0.166
O: -0.025 -2.234 0.318  -0.166
O: 1.155 -1.166 -1.043  -0.223
H: -0.510 0.418 -1.058  -0.031
H: 0.548 -1.503 2.056  0.210
H: 0.207 0.730 -1.089  0.020

Computed properties:
frontier orbital gap (alpha / beta)	9.3 / 9.3	eV
HOMO (alpha / beta)	-9.7089 / -9.7084	eV
E	-7699.770	eV

---

[4]
DFT (ωB97M-V/def2-TZVPD) results for a structure of composition C8H12FeO8 at a distorted geometry.

Each line ends with the natural charge from an NBO analysis.
Atoms and positions in Å:
Fe: -0.504 -0.451 -0.422  1.542
C: -3.014 -1.206 -0.618  0.876
O: -3.390 -2.202 -1.309  -0.775
O: -2.251 -1.537 0.379  -0.919
O: -2.397 -0.249 -1.215  -0.946
C: 0.806 -2.814 -0.431  0.848
O: 0.918 -1.787 0.378  -0.970
O: 0.192 -3.884 -0.046  -0.736
O: 0.041 -2.283 -1.339  -0.894
C: -2.443 0.699 2.741  -0.702
C: -0.991 0.729 2.324  0.646
O: -0.693 0.997 1.176  -0.600
C: 0.091 0.286 3.295  -0.718
H: -2.444 1.334 3.636  0.173
H: -2.886 -0.259 2.997  0.272
H: -2.932 1.338 2.007  0.242
H: 1.066 0.769 3.249  0.219
H: 0.187 -0.800 3.262  0.283
H: -0.258 0.522 4.305  0.181
C: 2.771 0.331 -1.643  -0.743
C: 1.551 1.078 -2.163  0.608
O: 0.517 1.108 -1.502  -0.572
C: 1.701 1.864 -3.443  -0.713
H: 3.016 -0.530 -2.267  0.243
H: 2.532 -0.102 -0.671  0.292
H: 3.590 1.050 -1.582  0.190
H: 0.794 2.389 -3.733  0.232
H: 1.917 1.054 -4.142  0.233
H: 2.512 2.559 -3.224  0.208

Computed properties:
frontier orbital gap (alpha / beta)	3.9 / 4.0	eV
expectation value of S²	6.029
HOMO (alpha / beta)	0.9452 / 0.8480	eV
2S+1	5
net charge	-2
E	-59252.887	eV

---

[5]
DFT (ωB97M-V/def2-TZVPD) results for the molecule C2H7N3OS at a distorted geometry.

Each line ends with the natural charge from an NBO analysis.
Atoms and positions in Å:
C: 1.916 -0.314 0.379  -0.423
N: 0.506 -0.271 0.040  -0.312
N: 0.069 -1.425 -0.605  -0.638
C: -0.088 0.957 -0.158  0.761
O: 0.529 1.971 -0.109  -0.610
N: -1.446 0.878 -0.506  -0.813
S: -2.590 -0.152 0.208  0.184
H: 2.315 0.628 -0.015  0.225
H: 2.076 -0.281 1.480  0.193
H: 2.452 -1.154 -0.026  0.221
H: -0.504 -1.121 -1.397  0.352
H: -0.604 -1.962 0.008  0.354
H: -1.853 1.796 -0.687  0.410
H: -2.779 0.448 1.387  0.096

Computed properties:
SMILES string	CN(N)C(=O)NS
frontier orbital gap	9.7	eV
HOMO	-9.0493	eV
E	-19539.494	eV

---

[6]
DFT (ωB97M-V/def2-TZVPD) results for the molecule C10H16O2S at a distorted geometry.

Each line ends with the natural charge from an NBO analysis.
Atoms and positions in Å:
C: 1.699 1.844 -1.271  -0.620
C: 1.261 0.804 -0.398  -0.224
C: 2.069 0.734 0.902  -0.603
C: -0.173 0.973 0.014  -0.042
C: -1.116 -0.098 0.166  -0.110
C: -1.025 -1.568 -0.059  -0.299
C: -1.253 -2.452 1.194  -0.594
C: -1.929 -1.884 -1.277  -0.584
S: -2.773 0.819 0.162  2.127
O: -3.501 0.587 1.367  -0.926
O: -3.413 0.555 -1.106  -0.928
C: -2.103 2.478 0.166  -0.476
C: -0.738 2.265 0.106  -0.189
H: 1.600 2.825 -0.892  0.202
H: 1.073 1.882 -2.188  0.223
H: 2.742 1.785 -1.490  0.224
H: 1.265 -0.255 -1.010  0.199
H: 2.125 1.756 1.020  0.197
H: 3.099 0.313 0.858  0.218
H: 1.522 0.359 1.744  0.220
H: -0.015 -1.805 -0.285  0.218
H: -0.255 -2.784 1.781  0.208
H: -1.706 -3.348 0.869  0.212
H: -1.907 -1.931 1.932  0.227
H: -2.955 -1.805 -1.058  0.228
H: -1.651 -2.845 -1.567  0.205
H: -1.581 -1.205 -2.109  0.218
H: -2.517 3.449 0.462  0.262
H: -0.115 3.077 0.256  0.210

Computed properties:
SMILES string	CC(C)C1=C(C(C)C)S(=O)(=O)C=C1
frontier orbital gap	8.4	eV
HOMO	-8.8220	eV
E	-25556.101	eV

---

[7]
DFT (ωB97M-V/def2-TZVPD) results for a cluster of 2 separate species, C5H10NO3 in total at a distorted geometry.

Each line ends with the natural charge from an NBO analysis.
Atoms and positions in Å:
C: -0.535 0.827 -0.738  -0.494
C: 0.067 0.934 -2.191  -0.591
C: -1.703 -0.006 -0.514  0.650
O: -2.714 0.753 -0.819  -0.681
N: -1.727 -1.254 -0.059  -0.813
H: 0.288 0.633 -0.085  0.249
H: -0.693 1.995 -0.500  0.205
H: -0.504 0.292 -2.917  0.195
H: -2.304 -1.973 -0.576  0.383
H: -0.875 -1.683 0.136  0.439
H: 1.126 0.576 -2.319  0.229
H: -0.058 2.101 -2.467  0.195
C: 1.190 -0.240 2.461  -0.741
C: 1.608 -0.719 1.026  0.769
O: 2.520 0.020 0.597  -0.775
O: 0.964 -1.552 0.366  -0.815
H: 1.277 -1.129 3.083  0.189
H: 0.191 0.097 2.495  0.202
H: 1.882 0.329 3.021  0.204

Computed properties:
frontier orbital gap	8.3	eV
HOMO	-4.3540	eV
net charge	-1
E	-12980.259	eV

---

[8]
DFT (ωB97M-V/def2-TZVPD) results for a structure of composition C22H33BGdN6O5 at a distorted geometry.

Each line ends with the Mulliken spin population.
Atoms and positions in Å:
Gd: -0.336 0.347 0.424  7.261
O: -4.096 -2.364 0.240  0.000
C: -2.985 -1.772 0.613  0.005
O: -2.265 -1.186 -0.171  -0.014
C: -2.626 -1.927 2.108  0.002
O: -1.617 -1.015 2.351  -0.011
C: -1.796 -0.096 3.466  -0.002
C: -1.377 1.388 3.215  0.004
O: -1.441 2.172 4.106  -0.006
O: -1.034 1.604 1.998  -0.050
H: -4.278 -2.276 -0.692  0.000
H: -2.316 -2.943 2.340  0.000
H: -3.538 -1.630 2.651  0.000
H: -1.236 -0.543 4.277  -0.001
H: -2.913 -0.130 3.617  -0.001
C: 1.264 -3.229 1.721  0.002
C: 0.698 -3.564 0.319  0.003
C: 0.743 -5.076 0.046  0.000
C: 1.268 -2.684 -0.707  -0.003
C: 2.117 -3.053 -1.772  0.000
C: 2.250 -1.859 -2.476  0.000
N: 1.679 -0.858 -1.814  0.003
N: 1.076 -1.390 -0.662  -0.030
B: 1.707 0.700 -2.183  -0.057
N: 0.315 1.233 -2.561  0.013
C: -0.020 1.621 -3.810  -0.001
C: -1.423 1.763 -3.894  -0.003
C: -1.889 1.362 -2.624  0.007
N: -0.802 1.026 -1.866  -0.091
C: -3.279 1.314 -2.179  -0.001
C: -3.965 0.004 -2.858  0.001
C: -4.051 2.610 -2.461  0.000
N: 2.245 1.549 -1.031  0.001
C: 3.278 2.379 -1.128  0.000
C: 3.578 2.861 0.095  -0.003
C: 2.615 2.276 0.949  0.000
N: 1.837 1.435 0.294  -0.032
C: 2.537 2.256 2.511  -0.003
C: 3.706 1.468 3.086  0.000
C: 2.501 3.688 3.010  0.000
H: 0.613 -3.709 2.465  0.000
H: 1.346 -2.173 1.901  -0.001
H: 2.287 -3.616 1.816  0.000
H: -0.380 -3.269 0.279  0.002
H: 1.802 -5.397 -0.003  0.000
H: 0.256 -5.424 -0.859  0.000
H: 0.279 -5.609 0.815  0.000
H: 2.510 -4.050 -1.947  0.000
H: 2.798 -1.645 -3.384  0.000
H: 2.353 0.840 -3.164  0.000
H: 0.748 1.758 -4.549  0.000
H: -1.908 2.052 -4.787  0.000
H: -3.398 1.148 -1.083  0.002
H: -4.517 0.326 -3.774  0.000
H: -4.578 -0.516 -2.112  0.000
H: -3.217 -0.699 -3.147  0.000
H: -4.075 2.778 -3.503  0.000
H: -3.559 3.514 -2.102  0.000
H: -5.015 2.584 -2.005  0.000
H: 3.777 2.663 -2.037  0.000
H: 4.380 3.489 0.423  0.000
H: 1.639 1.736 2.860  0.002
H: 4.716 1.870 2.940  0.000
H: 3.778 0.453 2.616  0.000
H: 3.601 1.322 4.132  0.000
H: 3.508 4.125 3.252  0.000
H: 2.096 3.515 4.001  0.000
H: 2.022 4.473 2.405  0.000

Computed properties:
frontier orbital gap (alpha / beta)	6.7 / 9.4	eV
expectation value of S²	15.860
HOMO (alpha / beta)	-11.7287 / -11.7293	eV
2S+1	8
net charge	+1
E	-64037.097	eV

---

[9]
DFT (ωB97M-V/def2-TZVPD) results for the molecule C2H5NO at a distorted geometry.

Each line ends with the natural charge from an NBO analysis.
Atoms and positions in Å:
C: -1.882 -0.116 -0.033  -0.216
N: -0.640 0.238 -0.285  -0.125
O: 0.325 -0.600 -0.126  -0.377
C: 1.532 0.144 -0.044  -0.257
H: -1.928 -1.053 0.174  0.162
H: -2.523 0.812 0.212  0.215
H: 1.976 -0.154 0.967  0.177
H: 1.205 1.127 -0.036  0.216
H: 1.935 -0.397 -0.830  0.205

Computed properties:
SMILES string	C=NOC
frontier orbital gap	10.5	eV
HOMO	-9.2337	eV
E	-5688.434	eV

---

[10]
DFT (ωB97M-V/def2-TZVPD) results for a structure of composition C25H22N2O6Ta.

Each line ends with the natural charge from an NBO analysis.
Atoms and positions in Å:
Ta: 0.125 0.035 -0.367  2.595
O: -0.240 1.851 -0.214  -0.711
C: -0.960 2.560 0.716  0.409
C: -1.687 3.661 0.314  -0.270
C: -2.413 4.355 1.267  -0.125
C: -2.392 3.975 2.608  -0.217
C: -1.626 2.900 3.002  -0.121
C: -0.904 2.157 2.060  -0.217
C: 0.046 1.158 2.510  0.210
N: 0.625 0.343 1.704  -0.400
N: 1.775 -0.340 2.110  -0.347
C: 2.495 -0.556 1.059  0.575
O: 2.073 -0.104 -0.141  -0.767
C: 3.739 -1.326 1.120  -0.091
C: 4.454 -1.560 -0.052  -0.177
C: 5.625 -2.299 -0.009  -0.213
C: 6.080 -2.799 1.202  -0.165
C: 5.368 -2.561 2.373  -0.205
C: 4.199 -1.825 2.338  -0.174
H: -1.691 3.949 -0.727  0.246
H: -3.001 5.209 0.959  0.238
H: -2.960 4.533 3.339  0.240
H: -1.572 2.617 4.046  0.230
H: 0.383 1.165 3.544  0.232
H: 4.098 -1.154 -0.989  0.225
H: 6.186 -2.480 -0.916  0.227
H: 6.996 -3.374 1.238  0.227
H: 5.730 -2.951 3.315  0.228
H: 3.638 -1.634 3.242  0.236
C: -1.864 -6.862 -0.492  -0.639
C: -2.081 -5.376 -0.420  0.049
C: -1.899 -4.688 0.775  -0.220
C: -2.117 -3.322 0.870  0.060
C: -1.869 -2.604 2.170  -0.641
C: -2.568 -2.651 -0.267  -0.235
C: -2.778 -3.306 -1.484  0.051
C: -3.278 -2.576 -2.705  -0.645
C: -2.506 -4.667 -1.539  -0.239
C: -2.816 -1.192 -0.229  0.832
O: -3.824 -0.600 -0.393  -0.471
O: -1.632 -0.421 -0.019  -0.805
H: -1.142 -7.195 0.253  0.224
H: -1.509 -7.165 -1.476  0.224
H: -2.799 -7.394 -0.305  0.236
H: -1.572 -5.230 1.655  0.217
H: -1.869 -3.307 3.002  0.236
H: -2.629 -1.848 2.376  0.221
H: -0.893 -2.112 2.165  0.217
H: -2.661 -1.706 -2.943  0.213
H: -4.296 -2.217 -2.556  0.246
H: -3.270 -3.233 -3.572  0.229
H: -2.654 -5.192 -2.477  0.219
O: 0.315 -1.067 -2.148  -0.720
C: 0.530 -2.186 -1.512  0.678
O: 0.501 -2.164 -0.266  -0.639
H: 0.730 -3.097 -2.075  0.183

Computed properties:
frontier orbital gap	7.3	eV
HOMO	-11.7304	eV
net charge	+1
E	-43097.287	eV

---

[11]
DFT (ωB97M-V/def2-TZVPD) results for a structure of composition C30H34N2O15S at a distorted geometry.

Each line ends with the Löwdin charge.
Atoms and positions in Å:
C: 3.400 -2.433 0.093  -0.094
C: 2.856 -2.495 -1.190  -0.057
C: 2.808 -1.312 -1.917  -0.061
C: 3.245 -0.085 -1.428  -0.229
C: 3.087 1.154 -2.315  -0.128
C: 1.584 1.605 -2.203  -0.160
C: 0.637 0.880 -3.225  -0.117
C: -0.306 -0.088 -2.523  -0.175
C: -0.435 -1.386 -2.875  -0.042
C: -1.283 -2.366 -2.219  -0.057
C: -2.051 -2.002 -1.172  -0.036
C: -1.991 -0.641 -0.740  -0.330
N: -2.613 -0.047 0.266  -0.236
S: -2.215 1.518 0.339  1.000
N: -1.165 1.561 -0.920  -0.205
C: -1.124 0.340 -1.402  -0.318
C: 3.800 -0.049 -0.149  -0.037
C: 3.876 -1.227 0.584  -0.092
H: 3.433 -3.350 0.681  0.101
H: 2.466 -3.414 -1.631  0.109
H: 2.383 -1.380 -2.920  0.089
H: 3.368 0.921 -3.349  0.084
H: 3.728 1.957 -1.919  0.108
H: 1.289 1.310 -1.187  0.090
H: 1.495 2.696 -2.286  0.105
H: 0.009 1.655 -3.699  0.117
H: 1.189 0.390 -4.039  0.108
H: 0.188 -1.726 -3.708  0.116
H: -1.266 -3.391 -2.590  0.108
H: -2.711 -2.698 -0.653  0.114
H: 4.175 0.902 0.236  0.115
H: 4.323 -1.208 1.579  0.094
C: 7.109 -0.628 -5.643  -0.122
C: 6.743 0.810 -5.367  -0.122
O: 5.316 0.781 -5.414  0.058
C: 4.922 -0.491 -5.147  -0.556
O: 3.797 -0.816 -4.943  0.152
O: 5.979 -1.339 -5.138  0.072
H: 8.020 -0.935 -5.134  0.134
H: 7.211 -0.837 -6.710  0.133
H: 7.056 1.139 -4.374  0.135
H: 7.142 1.497 -6.110  0.132
C: 0.389 0.661 2.872  -0.129
C: -0.047 1.145 4.232  -0.113
O: 0.992 0.647 5.083  0.062
C: 2.099 0.465 4.319  -0.570
O: 3.181 0.219 4.749  0.148
O: 1.812 0.600 3.001  0.053
H: 0.099 1.340 2.073  0.097
H: 0.012 -0.339 2.643  0.137
H: -0.071 2.234 4.302  0.136
H: -1.017 0.752 4.528  0.130
C: 6.114 -3.197 2.568  -0.133
C: 6.919 -4.353 3.106  -0.124
O: 6.604 -5.403 2.193  0.060
C: 6.209 -4.829 1.025  -0.564
O: 6.037 -5.423 0.011  0.166
O: 6.039 -3.490 1.171  0.035
H: 6.594 -2.235 2.736  0.136
H: 5.101 -3.164 2.977  0.133
H: 7.994 -4.166 3.073  0.132
H: 6.638 -4.624 4.122  0.133
C: -6.527 1.680 1.762  -0.128
C: -6.840 0.581 2.740  -0.115
O: -5.570 0.340 3.354  0.064
C: -4.832 1.468 3.220  -0.577
O: -3.789 1.657 3.766  0.133
O: -5.430 2.351 2.387  0.062
H: -7.354 2.352 1.611  0.093
H: -6.197 1.297 0.791  0.135
H: -7.550 0.894 3.506  0.125
H: -7.215 -0.320 2.257  0.134
C: -11.247 4.375 1.069  -0.118
C: -11.816 3.081 1.596  -0.118
O: -10.651 2.395 2.058  0.068
C: -9.703 3.328 2.323  -0.544
O: -8.675 3.101 2.879  0.148
O: -10.078 4.549 1.873  0.075
H: -11.927 5.215 1.188  0.135
H: -10.948 4.306 0.022  0.135
H: -12.493 3.233 2.439  0.135
H: -12.329 2.504 0.831  0.134

Computed properties:
frontier orbital gap	8.1	eV
HOMO	-8.2522	eV
E	-76189.583	eV

---

[12]
DFT (ωB97M-V/def2-TZVPD) results for the molecule C10H12Cl3NO at a distorted geometry.

Each line ends with the natural charge from an NBO analysis.
Atoms and positions in Å:
C: -0.747 -2.599 1.804  -0.628
C: -0.581 -1.408 0.927  -0.052
C: 0.530 -0.627 1.060  -0.169
C: 0.813 0.598 0.180  -0.142
C: 0.137 1.765 0.865  -0.640
C: 2.386 0.788 0.184  -0.019
Cl: 3.194 -0.702 -0.431  0.016
Cl: 3.038 1.016 1.864  0.004
Cl: 2.849 2.241 -0.780  0.015
C: 0.153 0.344 -1.259  -0.291
C: 0.037 1.544 -2.176  -0.615
C: -1.218 -0.261 -1.156  -0.045
C: -1.556 -1.104 -0.100  0.054
N: -2.798 -1.782 -0.077  0.081
O: -3.620 -1.588 -0.973  -0.302
H: 0.169 -2.765 2.381  0.217
H: -1.589 -2.457 2.500  0.228
H: -0.945 -3.514 1.219  0.227
H: 1.250 -0.810 1.863  0.226
H: 0.318 1.830 1.953  0.237
H: -0.982 1.665 0.786  0.230
H: 0.386 2.723 0.420  0.226
H: 0.755 -0.400 -1.782  0.252
H: -0.559 2.317 -1.649  0.211
H: -0.487 1.309 -3.107  0.218
H: 0.996 1.945 -2.581  0.232
H: -1.929 -0.067 -1.935  0.229

Computed properties:
SMILES string	CC1=C[C@@](C)(C(Cl)(Cl)Cl)[C@H](C)C=C1N=O
frontier orbital gap	7.7	eV
HOMO	-8.8282	eV
E	-51666.282	eV